Record 1
{
  "formula": "C4H11NS",
  "method": "ωB97M-V/def2-TZVPD",
  "symbols": ["C", "S", "C", "H", "H", "H", "H", "H", "H", "C", "C", "N", "H", "H", "H", "H", "H"],
  "coordinates": [[1.0661, -1.9250, -0.4736], [1.3779, -0.3346, -1.3470], [1.5355, 0.6835, 0.0946], [1.9039, -2.3082, 0.0984], [0.9008, -2.6447, -1.2817], [0.1236, -1.7687, 0.0440], [1.5034, 0.3167, 1.1190], [2.4077, 1.3350, -0.0123], [0.7087, 1.4127, 0.1377], [-1.8736, 0.9436, 2.1624], [-1.9659, 0.7613, -0.1704], [-1.9103, 0.1351, 0.9251], [-1.4065, 1.9104, 1.9454], [-1.2357, 0.3972, 2.8466], [-2.9085, 1.1256, 2.4347], [-2.2062, 0.1193, -1.0111], [-1.9065, 1.8496, -0.2501]],
  "forces_ev_per_a": [[-0.4, 0.3, -1.5], [0.2, -1.3, 0.6], [-0.4, 2.6, 0.5], [0.0, 0.4, 0.3], [-0.1, 0.0, 0.1], [0.2, -0.4, 0.5], [0.3, -1.0, -0.3], [0.2, -0.3, 0.1], [0.0, -0.2, -0.3], [0.9, -0.1, -1.7], [-0.5, -0.9, 0.5], [-0.4, 0.5, 0.4], [0.0, 0.2, 0.2], [-0.5, 0.1, 0.6], [0.1, -0.3, 0.6], [0.4, 0.4, -0.6], [0.0, 0.0, -0.2]],
  "gap_ev": 9.35,
  "de_lowest_ev": 1.651,
  "e_homo_ev": -8.37,
  "charge": 0,
  "multiplicity": 1
}

---

Record 2
{
  "formula": "H20O10",
  "method": "ωB97M-V/def2-TZVPD",
  "symbols": ["O", "H", "H", "O", "H", "H", "O", "H", "H", "O", "H", "H", "O", "H", "H", "O", "H", "H", "O", "H", "H", "O", "H", "H", "O", "H", "H", "O", "H", "H"],
  "coordinates": [[1.6033, 1.3487, 2.5573], [2.1549, 1.2994, 3.3381], [1.4472, 0.4358, 2.3157], [-0.7417, -2.7639, -3.4497], [-1.0931, -2.3956, -4.2603], [-0.6367, -2.0100, -2.8693], [-0.1063, 3.0606, 1.2984], [0.3497, 2.3609, 1.7660], [0.4734, 3.8183, 1.3755], [0.0048, 0.3305, -2.8406], [0.0129, 1.2855, -2.9061], [0.8237, 0.0548, -3.2525], [-0.0662, 0.1318, -0.1549], [-0.7755, -0.5090, -0.1046], [0.0505, 0.2877, -1.0921], [1.8626, -1.0081, 1.0861], [1.2224, -0.6034, 0.5007], [2.5693, -1.2946, 0.5076], [-1.8416, 1.0301, 2.2058], [-1.5846, 0.6800, 1.3528], [-1.6536, 1.9668, 2.1474], [-1.7970, -2.1879, 0.2610], [-1.5751, -2.4678, 1.1490], [-2.6494, -2.5880, 0.0891], [0.8005, 3.1227, -2.4541], [0.3595, 2.9577, -1.6207], [0.0895, 3.2047, -3.0897], [-0.0986, -3.0477, 2.2060], [0.4796, -2.6016, 1.5872], [0.3157, -3.8984, 2.3510]],
  "forces_ev_per_a": [[0.1, 0.4, 0.2], [0.0, 0.1, 0.2], [0.1, -0.5, -0.3], [0.1, -0.3, 0.0], [-0.1, 0.1, -0.2], [-0.1, 0.3, 0.2], [-0.6, 0.7, -0.7], [0.6, -0.5, 0.4], [0.1, 0.2, 0.1], [-0.3, -0.5, -0.1], [0.3, 0.4, -0.1], [0.3, -0.1, -0.2], [0.0, 0.4, 0.7], [-0.6, -0.7, 0.0], [0.0, 0.0, -0.8], [0.8, -1.1, 0.8], [-0.9, 0.7, -0.7], [0.3, -0.1, 0.1], [-0.4, -0.4, 0.4], [0.1, 0.1, -0.2], [0.1, 0.4, -0.1], [-0.2, 0.4, -0.6], [0.4, -0.3, 0.6], [-0.2, 0.0, -0.2], [0.1, -0.4, -0.3], [-0.1, 0.1, 0.7], [-0.2, 0.5, -0.2], [-0.4, -0.1, 0.3], [0.6, 0.5, -0.2], [0.0, -0.2, 0.1]],
  "gap_ev": 10.53,
  "de_lowest_ev": 2.097,
  "e_homo_ev": -10.42,
  "charge": 0,
  "multiplicity": 1
}

---

Record 3
{
  "formula": "C4H5N4",
  "method": "ωB97M-V/def2-TZVPD",
  "symbols": ["C", "C", "C", "C", "N", "N", "N", "N", "H", "H", "H", "H", "H"],
  "coordinates": [[-1.1579, -1.0089, 0.6836], [-0.7192, -0.1708, -1.2916], [-0.1963, -1.0781, -0.3742], [1.1463, 0.5197, 0.2905], [-1.7882, 0.1518, 0.7045], [-1.2431, 0.8391, -0.4758], [1.1705, -0.7982, -0.0631], [0.0803, 1.3078, 0.1159], [-1.1258, -1.6272, 1.5930], [-0.2229, 0.2751, -2.2002], [2.0805, 0.7503, 0.7845], [2.1018, -1.2501, -0.4122], [-0.1260, 2.0895, 0.6451]],
  "forces_ev_per_a": [[-0.6, 1.6, 3.0], [3.0, 0.2, -1.2], [-0.8, -0.3, -2.9], [-0.1, -1.1, -0.2], [1.0, -2.1, 0.0], [-0.9, 0.6, 0.7], [1.2, 0.1, -1.2], [0.6, -2.4, -1.0], [-0.6, 0.1, -0.6], [-0.5, -1.1, 0.9], [-0.2, 1.3, 0.1], [-2.4, 0.8, 1.1], [0.2, 2.2, 1.3]],
  "gap_ev": [8.63, 8.42],
  "de_lowest_ev": 5.881,
  "e_homo_ev": [-14.40, -14.40],
  "charge": 1,
  "multiplicity": 1
}

---

Record 4
{
  "formula": "C4H37NO14",
  "method": "ωB97M-V/def2-TZVPD",
  "symbols": ["C", "C", "C", "C", "N", "H", "H", "H", "H", "H", "H", "H", "H", "H", "H", "H", "O", "H", "H", "O", "H", "H", "O", "H", "H", "O", "H", "H", "O", "H", "H", "O", "H", "H", "O", "H", "H", "O", "H", "H", "O", "H", "H", "O", "H", "H", "O", "H", "H", "O", "H", "H", "O", "H", "H", "O"],
  "coordinates": [[0.8049, 0.0789, -1.6759], [0.3536, 1.5091, -1.3167], [0.0906, 1.6355, 0.0929], [0.4589, 2.6814, 0.8730], [0.5741, 0.0106, -3.2145], [0.2635, -0.5932, -1.1334], [1.8783, -0.2109, -1.4294], [-0.5942, 1.6854, -1.8837], [1.1698, 2.2885, -1.6635], [-0.3290, 0.8795, 0.7156], [1.1215, 3.4596, 0.3441], [0.3092, 2.9116, 1.9432], [-0.4635, -0.2760, -3.2088], [0.5995, 0.9151, -3.7181], [4.8194, -0.2615, -0.6429], [4.0060, -0.0592, -1.8393], [4.5706, 0.5223, -1.2825], [-0.6795, -4.0588, 0.2073], [0.1035, -3.2167, 0.8806], [-0.7513, -3.6043, 1.0821], [4.2166, 2.5085, 0.7318], [3.1009, 2.1312, 1.7006], [3.8647, 1.8386, 1.1811], [-3.4495, -0.1560, 0.7501], [-2.2236, 0.2916, 0.1692], [-3.1771, 0.7172, 0.2894], [-3.4956, 3.3986, -0.8566], [-2.7948, 2.4157, 0.1603], [-2.6233, 3.1056, -0.5484], [0.9094, -4.3313, -1.9176], [-0.0866, -3.2917, -1.7911], [-0.0898, -4.2068, -1.6281], [2.7172, 0.2111, 2.3270], [4.1450, -0.0546, 1.6093], [3.1957, -0.4740, 1.7191], [0.5751, -2.0058, 3.0326], [-0.8458, -2.4512, 3.4576], [-0.2255, -1.8341, 3.4869], [-3.3422, 0.2845, -1.7171], [-2.9845, -0.7294, -2.9084], [-2.7886, 0.1524, -2.6039], [-3.1772, -2.1998, 2.9086], [-2.4952, -2.2840, 1.3924], [-3.1208, -1.8416, 2.0614], [2.3113, -1.6615, 0.6618], [2.9091, -3.0116, 0.7481], [2.2702, -2.5622, 0.2560], [-0.2768, 4.1177, -0.9089], [-0.2039, 4.0649, -2.3186], [-0.1103, 4.7101, -1.6302], [0.5731, 1.7893, 2.9807], [0.1543, 0.4477, 2.6180], [0.8813, 0.8942, 3.1818], [-4.5973, -2.1815, 0.1800], [-3.9928, -2.0619, -1.3977], [-4.0285, -2.0367, -0.5073]],
  "forces_ev_per_a": [[2.7, 3.1, -3.7], [1.5, 0.3, -1.4], [0.8, 2.6, 3.8], [1.6, 1.2, -2.1], [-2.1, -1.9, 1.5], [-2.0, -2.1, 0.9], [-1.2, 1.0, -0.3], [0.6, -0.1, 0.4], [-1.7, -1.5, 0.7], [-0.9, -1.2, -0.4], [-1.2, -0.9, 1.0], [-0.3, -0.3, -1.1], [2.0, 0.8, -0.6], [0.1, -0.6, 1.1], [-0.3, 2.6, -1.4], [0.2, 1.0, -0.1], [0.2, -3.7, 1.3], [-1.2, -0.5, 0.5], [0.9, 1.0, 1.0], [0.3, -0.4, -1.5], [2.0, 4.4, -2.8], [0.4, 0.2, -0.5], [-2.1, -3.7, 3.2], [-0.5, 1.9, -0.5], [-2.3, 2.0, -0.2], [2.7, -4.5, 0.9], [0.4, -0.2, 0.2], [0.0, 1.2, -1.3], [-0.3, -0.4, 0.9], [-2.9, -0.3, 1.1], [-0.7, 2.3, -0.3], [3.6, -1.9, -0.9], [1.0, -1.9, -1.5], [-3.1, -1.0, 0.2], [1.4, 2.0, 1.7], [0.7, -0.9, -0.6], [-3.5, -4.6, -0.8], [3.0, 5.5, 1.4], [1.7, -0.4, -2.4], [-0.2, -0.4, -0.2], [-1.4, 0.8, 2.7], [0.4, -1.3, 1.7], [-1.0, 0.2, 2.1], [0.6, 1.1, -4.0], [0.2, -0.5, -0.3], [1.6, -1.3, 1.2], [-1.9, 1.7, -0.9], [-0.5, -0.1, 1.2], [-0.1, -0.1, -1.2], [0.3, 0.4, -0.2], [0.7, 0.0, 0.6], [1.8, 0.1, 1.7], [-2.0, -0.7, -1.6], [-2.9, -0.9, 1.4], [-1.5, -0.7, -3.8], [4.4, 1.5, 2.4]],
  "gap_ev": 9.38,
  "de_lowest_ev": 7.944,
  "e_homo_ev": -9.42,
  "charge": 0,
  "multiplicity": 1
}

---

Record 5
{
  "formula": "C5H14",
  "method": "ωB97M-V/def2-TZVPD",
  "symbols": ["C", "C", "H", "H", "H", "H", "H", "H", "C", "C", "C", "H", "H", "H", "H", "H", "H", "H", "H"],
  "coordinates": [[-0.5062, 0.6275, -1.9657], [-0.9244, 1.3362, -3.2500], [-0.4086, 1.3209, -1.1436], [-1.2843, -0.0664, -1.6313], [0.4206, 0.0648, -1.9985], [-0.8978, 0.6262, -4.0756], [-0.2033, 2.1176, -3.4917], [-1.9263, 1.7412, -3.1411], [0.5645, -0.1237, 1.6350], [0.9209, -1.3294, 0.7541], [-0.0116, -0.5378, 3.0052], [-0.1947, 0.4294, 1.1058], [1.3434, 0.6369, 1.7292], [0.0887, -1.5494, 0.0933], [1.8508, -1.1553, 0.2102], [-0.5663, -1.4561, 2.8916], [1.1583, -2.2318, 1.3254], [-0.7074, 0.2309, 3.3351], [0.7616, -0.6181, 3.7622]],
  "forces_ev_per_a": [[-0.6, -0.2, 0.4], [0.7, -0.5, 0.2], [0.1, 0.4, 0.2], [0.1, -0.1, -0.2], [0.2, 0.0, -0.4], [-0.2, 0.0, -0.1], [-0.2, 0.2, 0.0], [0.0, 0.2, -0.2], [-0.4, -0.2, 0.2], [0.9, 0.1, 0.4], [0.2, 1.0, -0.6], [-0.5, 0.2, -0.2], [0.4, -0.5, 0.2], [0.1, -0.2, -0.2], [-0.3, 0.1, -0.5], [-0.1, -0.4, 0.2], [-0.3, 0.1, 0.2], [-0.1, 0.0, 0.2], [0.1, -0.3, 0.1]],
  "gap_ev": 12.40,
  "de_lowest_ev": 0.292,
  "e_homo_ev": -11.27,
  "charge": 0,
  "multiplicity": 1
}

---

Record 6
{
  "formula": "C2H2N2O2",
  "method": "ωB97M-V/def2-TZVPD",
  "symbols": ["C", "C", "N", "N", "O", "O", "H", "H"],
  "coordinates": [[2.4728, 0.3885, -0.2757], [-0.7357, 0.5473, 0.0678], [3.6172, 0.2012, -0.2372], [-1.3657, -0.6302, 0.0471], [-1.5692, -1.1678, -1.0492], [-1.6862, -1.1037, 1.1989], [-0.4082, 0.8342, 1.0523], [-0.3251, 0.9306, -0.8040]],
  "forces_ev_per_a": [[-1.4, -0.2, 0.2], [3.4, 1.1, 1.8], [-0.2, 0.1, 0.0], [-2.3, -4.3, 1.1], [0.1, 0.5, 1.2], [0.6, 1.0, -2.7], [-0.3, 0.6, 0.2], [0.1, 1.1, -1.8]],
  "gap_ev": [4.96, 4.96],
  "de_lowest_ev": 10.383,
  "e_homo_ev": [-10.70, -10.71],
  "charge": 0,
  "multiplicity": 1
}

---

| no. | DFT total energy (Eh) |
| --- | --- |
| 1 | -611.88143 |
| 2 | -764.40487 |
| 3 | -373.93725 |
| 4 | -1282.51071 |
| 5 | -198.87844 |
| 6 | -337.04286 |